# 1
Computed, not measured: C30H37Cl4N7O6Zr as an isolated structure in a non-equilibrium geometry, with the ωB97M-V functional and the def2-TZVPD basis.

CARTESIAN COORDINATES (ANGSTROEM)
Zr (1.56, -0.72, 0.66)
O (1.31, -2.67, 1.48)
C (1.02, -3.76, 0.57)
C (0.29, -3.22, -0.65)
C (-0.31, -3.94, -1.71)
C (-1.27, -3.36, -2.59)
C (-1.49, -2.00, -2.49)
C (-0.86, -1.36, -1.46)
N (0.00, -1.92, -0.59)
H (2.38, -2.79, 2.56)
H (0.38, -4.44, 1.03)
H (1.96, -4.29, 0.28)
H (-0.11, -5.01, -1.73)
H (-1.72, -4.04, -3.37)
H (-2.23, -1.48, -3.05)
H (-0.90, -0.29, -1.31)
Cl (6.23, -0.25, 3.05)
C (5.44, -1.79, 2.77)
Cl (6.19, -2.44, 1.09)
C (3.99, -1.73, 2.61)
O (3.33, -2.76, 3.04)
O (3.47, -0.74, 1.99)
H (5.69, -2.45, 3.61)
C (4.82, -2.88, -5.33)
N (4.37, -2.75, -3.92)
C (4.18, -1.48, -3.18)
C (3.28, -2.06, -2.01)
O (2.71, -1.33, -1.11)
N (3.19, -3.40, -2.06)
C (3.81, -3.77, -3.25)
N (3.64, -5.01, -3.76)
H (4.58, -1.95, -5.85)
H (4.30, -3.68, -5.80)
H (5.90, -3.08, -5.38)
H (3.61, -0.66, -3.71)
H (5.08, -1.11, -2.76)
H (3.46, -5.74, -3.07)
H (4.20, -5.39, -4.52)
C (0.41, 3.97, -1.74)
C (1.49, 3.58, -0.72)
C (2.85, 4.34, -0.84)
C (0.94, 3.84, 0.68)
N (1.70, 2.16, -0.83)
N (2.52, 1.43, 0.09)
H (0.08, 4.95, -1.50)
H (-0.40, 3.29, -1.69)
H (0.77, 4.06, -2.76)
H (2.69, 5.42, -0.76)
H (3.32, 4.04, -1.80)
H (3.53, 4.04, 0.00)
H (0.85, 4.89, 0.92)
H (1.54, 3.36, 1.43)
H (-0.10, 3.42, 0.65)
H (1.93, 1.90, -1.81)
H (2.68, 2.02, 0.96)
H (3.49, 1.35, -0.29)
Cl (-6.05, 3.06, 3.68)
C (-6.43, 2.74, 1.96)
C (-7.78, 2.91, 1.58)
C (-8.13, 2.79, 0.27)
C (-7.20, 2.49, -0.69)
C (-5.87, 2.28, -0.39)
Cl (-4.82, 1.64, -1.57)
C (-5.47, 2.30, 1.05)
N (-4.18, 1.96, 1.47)
C (-3.89, 1.02, 2.49)
C (-4.84, 0.12, 3.01)
C (-4.60, -0.62, 4.19)
C (-3.39, -0.46, 4.83)
C (-2.28, 0.16, 4.19)
C (-2.53, 0.93, 3.07)
C (-1.35, 1.62, 2.39)
C (-0.36, 0.73, 1.68)
O (0.55, 0.16, 2.39)
O (-0.38, 0.64, 0.43)
H (-8.50, 3.33, 2.32)
H (-9.11, 3.15, 0.01)
H (-7.53, 2.33, -1.68)
H (-3.51, 2.01, 0.69)
H (-5.83, 0.01, 2.60)
H (-5.37, -1.30, 4.63)
H (-3.26, -0.88, 5.83)
H (-1.23, 0.03, 4.54)
H (-0.73, 2.07, 3.19)
H (-1.68, 2.42, 1.73)

Computed properties:
Spin multiplicity ... 1
Total charge ... +2
Relative energy (zero: lowest compared OMol25 entry of this formula, charge and spin) ... 28.9 kcal/mol
LUMO energy ... -6.21 eV

Mulliken atomic charge list, values in e, 6 entries: 1.60, -1.01, -0.68, 0.61, -0.85, -0.28


# 2
Computed, not measured: the molecule C4H10OSi2 in a non-equilibrium geometry, with the ωB97M-V functional and the def2-TZVPD basis.

CARTESIAN COORDINATES (ANGSTROEM)
C (2.41, -0.72, -2.11)
C (0.85, 3.07, 0.21)
C (1.17, -0.44, -1.72)
C (0.16, 1.99, 0.46)
O (-0.44, -0.71, 0.78)
Si (-1.57, -1.42, 1.81)
Si (0.74, 0.17, 0.05)
H (2.56, -1.17, -3.08)
H (3.20, -0.48, -1.49)
H (0.36, 4.11, 0.51)
H (1.62, 3.01, -0.50)
H (0.39, -0.62, -2.51)
H (-0.80, 2.02, 0.92)
H (-1.56, -2.81, 1.44)
H (-2.74, -0.54, 1.64)
H (-1.11, -0.94, 3.22)
H (1.96, -0.53, 0.66)

Computed properties:
Spin multiplicity ... 1
Total charge ... 0
SMILES string ... C=C[SiH](C=C)O[SiH3]
Relative energy (zero: lowest compared OMol25 entry of this formula, charge and spin) ... 5.4 kcal/mol
LUMO energy ... 0.88 eV

natural (NBO) atomic charge list, values in e, 6 entries: -0.35, -0.35, -0.64, -0.61, -1.30, 1.23


# 3
Computed, not measured: C29H56N13S2Sr as an isolated structure in a non-equilibrium geometry, with the ωB97M-V functional and the def2-TZVPD basis.

CARTESIAN COORDINATES (ANGSTROEM)
Sr (14.56, -11.79, -7.53)
C (17.78, -12.88, -4.78)
N (18.53, -13.20, -6.03)
C (19.98, -13.44, -5.94)
C (17.92, -12.86, -7.20)
N (16.88, -13.43, -7.68)
C (16.68, -14.84, -7.43)
C (15.20, -15.16, -7.55)
N (14.52, -14.54, -6.45)
C (14.73, -15.35, -5.21)
C (13.91, -14.93, -4.01)
N (14.04, -13.58, -3.60)
C (13.93, -13.23, -2.39)
N (13.91, -14.14, -1.34)
C (12.71, -14.76, -0.91)
C (15.06, -14.29, -0.58)
N (13.85, -11.86, -2.12)
C (14.15, -10.73, -3.05)
C (13.58, -11.32, -0.87)
C (13.06, -14.51, -6.89)
C (12.37, -13.34, -6.21)
N (12.08, -12.36, -7.30)
C (11.26, -11.42, -7.10)
N (10.57, -11.15, -5.92)
C (11.47, -10.61, -4.85)
C (9.19, -10.51, -6.02)
N (10.67, -10.76, -8.22)
C (10.31, -11.47, -9.38)
C (10.94, -9.35, -8.58)
N (18.49, -11.72, -7.85)
C (19.23, -10.73, -7.01)
C (18.06, -11.36, -9.21)
H (18.51, -13.14, -4.03)
H (17.46, -11.87, -4.74)
H (16.93, -13.54, -4.49)
H (20.57, -12.62, -5.46)
H (20.13, -14.38, -5.37)
H (20.30, -13.70, -6.97)
H (17.22, -15.41, -8.22)
H (17.14, -15.20, -6.51)
H (14.87, -14.72, -8.47)
H (15.01, -16.28, -7.52)
H (14.39, -16.37, -5.47)
H (15.80, -15.20, -4.93)
H (12.84, -15.06, -4.29)
H (14.08, -15.66, -3.20)
H (12.81, -15.86, -0.89)
H (12.48, -14.54, 0.14)
H (11.98, -14.53, -1.64)
H (14.95, -15.18, 0.02)
H (15.92, -14.46, -1.17)
H (15.29, -13.41, 0.08)
H (14.76, -10.95, -3.94)
H (13.27, -10.13, -3.31)
H (14.80, -10.09, -2.43)
H (12.88, -10.47, -0.88)
H (13.10, -12.11, -0.25)
H (14.43, -11.07, -0.32)
H (13.02, -14.42, -7.97)
H (12.52, -15.43, -6.71)
H (11.55, -13.44, -5.51)
H (13.11, -12.88, -5.54)
H (11.05, -9.68, -4.54)
H (11.44, -11.32, -4.05)
H (12.45, -10.43, -5.13)
H (8.53, -10.94, -6.81)
H (8.65, -10.61, -5.08)
H (9.19, -9.45, -6.24)
H (10.94, -11.74, -10.20)
H (9.77, -12.38, -9.02)
H (9.54, -10.88, -9.93)
H (11.41, -8.80, -7.77)
H (11.56, -9.19, -9.46)
H (9.95, -8.87, -8.80)
H (20.29, -10.83, -7.03)
H (18.89, -9.70, -7.21)
H (18.95, -10.77, -5.97)
H (18.78, -11.65, -10.00)
H (18.00, -10.26, -9.21)
H (17.02, -11.76, -9.43)
C (13.50, -7.43, -4.16)
S (13.36, -7.11, -5.96)
C (14.25, -8.34, -6.80)
S (15.55, -8.98, -5.95)
N (13.72, -8.54, -7.98)
N (14.17, -9.66, -8.69)
C (14.17, -9.44, -9.94)
C (14.49, -10.57, -10.84)
C (14.79, -10.28, -12.17)
C (15.21, -11.31, -13.01)
C (15.25, -12.56, -12.46)
C (14.89, -12.77, -11.14)
N (14.49, -11.82, -10.31)
H (14.36, -8.09, -3.85)
H (12.51, -7.91, -3.90)
H (13.57, -6.43, -3.73)
H (14.17, -8.39, -10.27)
H (14.65, -9.27, -12.49)
H (15.43, -11.24, -14.07)
H (15.42, -13.46, -13.05)
H (14.83, -13.80, -10.70)

Computed properties:
Spin multiplicity ... 1
Total charge ... +1
Relative energy (zero: lowest compared OMol25 entry of this formula, charge and spin) ... 9.1 kcal/mol
LUMO energy ... -2.83 eV

Mulliken atomic charge list, values in e, 6 entries: 2.11, -0.52, 0.39, -1.19, -0.03, -0.24


# 4
Computed, not measured: C13H8NNiO11 as an isolated structure in a non-equilibrium geometry, with the ωB97M-V functional and the def2-TZVPD basis.

CARTESIAN COORDINATES (ANGSTROEM)
Ni (6.38, -15.09, 6.64)
C (6.87, -10.99, 7.26)
C (6.84, -12.42, 7.08)
C (8.17, -13.08, 6.30)
O (8.23, -14.33, 6.22)
C (9.23, -12.16, 5.85)
C (9.09, -10.84, 6.02)
C (7.90, -10.21, 6.71)
O (7.82, -8.89, 7.00)
O (9.98, -10.13, 5.42)
O (5.85, -13.15, 7.25)
H (6.03, -10.44, 7.65)
H (10.04, -12.51, 5.23)
C (9.04, -18.09, 7.72)
C (7.93, -17.17, 7.56)
C (7.64, -16.22, 8.81)
O (6.52, -15.49, 8.74)
C (8.67, -16.04, 9.83)
C (9.77, -16.85, 9.82)
C (9.85, -18.02, 8.79)
O (10.80, -18.89, 8.72)
O (10.70, -16.62, 10.70)
O (7.29, -17.11, 6.56)
H (9.04, -18.85, 6.95)
H (8.63, -15.20, 10.51)
O (5.85, -14.90, 4.84)
H (5.90, -14.47, 3.96)
C (4.25, -17.75, 8.87)
N (3.66, -16.50, 8.25)
O (2.67, -16.03, 8.75)
O (4.29, -15.94, 7.32)
H (3.37, -18.35, 9.11)
H (4.79, -17.56, 9.80)
H (4.73, -18.29, 8.06)

Computed properties:
Spin multiplicity ... 4
Total charge ... -2
LUMO energy (alpha / beta) ... 3.85 / 1.38 eV

natural (NBO) atomic charge list, values in e, 6 entries: 1.65, -0.48, 0.43, 0.44, -0.71, -0.47


# 5
Computed, not measured: a 2-piece molecular cluster, C6H12O overall in a non-equilibrium geometry, with the ωB97M-V functional and the def2-TZVPD basis.

CARTESIAN COORDINATES (ANGSTROEM)
C (-1.35, -0.17, 0.69)
C (-0.83, 0.63, -0.19)
C (1.58, -0.73, 0.53)
C (-1.82, -1.48, 0.35)
C (-0.63, 2.05, 0.12)
C (2.04, -0.92, -0.83)
O (1.91, 0.40, 1.03)
H (-1.26, 0.09, 1.81)
H (-0.85, 0.43, -1.25)
H (-2.64, -1.79, 0.97)
H (-0.88, -2.07, 0.51)
H (-2.19, -1.68, -0.80)
H (0.29, 2.26, 0.48)
H (-1.31, 2.45, 0.84)
H (-0.90, 2.63, -0.78)
H (2.83, -0.22, -1.15)
H (1.30, -0.83, -1.63)
H (2.29, -1.99, -1.01)
H (2.43, 0.95, 0.32)

Computed properties:
Spin multiplicity ... 1
Total charge ... 0
Relative energy (zero: lowest compared OMol25 entry of this formula, charge and spin) ... 114.0 kcal/mol
LUMO energy ... 0.91 eV

natural (NBO) atomic charge list, values in e, 6 entries: -0.14, -0.23, 0.30, -0.65, -0.63, -0.81


# 6
Computed, not measured: the molecule C9H15N3O2 in a non-equilibrium geometry, with the ωB97M-V functional and the def2-TZVPD basis.

CARTESIAN COORDINATES (ANGSTROEM)
C (0.79, 1.41, -0.32)
C (-0.64, 1.48, -0.36)
C (1.31, 0.06, -0.07)
C (-1.26, -0.21, 0.00)
C (1.92, 0.17, 1.41)
C (2.38, -0.28, -1.03)
C (-2.03, -0.71, -1.25)
C (-2.02, -0.15, 1.25)
C (0.18, -2.14, 0.35)
N (1.24, 2.64, -0.58)
N (-1.11, 2.66, -0.52)
N (0.09, -0.75, -0.17)
O (-2.25, 3.16, -0.45)
O (0.23, 3.45, -0.74)
H (2.44, -0.76, 1.87)
H (1.02, 0.48, 1.95)
H (2.63, 0.97, 1.24)
H (2.65, -1.44, -1.11)
H (3.29, 0.23, -0.67)
H (2.11, 0.04, -1.95)
H (-2.41, 0.13, -1.85)
H (-2.84, -1.52, -1.14)
H (-1.24, -1.24, -1.90)
H (-2.61, -1.02, 1.39)
H (-2.86, 0.62, 1.21)
H (-1.38, 0.11, 2.00)
H (1.17, -2.67, 0.20)
H (-0.22, -2.13, 1.43)
H (-0.60, -2.57, -0.19)

Computed properties:
Spin multiplicity ... 1
Total charge ... 0
SMILES string ... CN1C(C)(C)c2no[n+]([O-])c2C1(C)C
Relative energy (zero: lowest compared OMol25 entry of this formula, charge and spin) ... 151.6 kcal/mol
LUMO energy ... 0.57 eV

natural (NBO) atomic charge list, values in e, 6 entries: 0.10, 0.10, 0.11, 0.27, -0.62, -0.59


# 7
Computed, not measured: a 2-piece molecular cluster, C3H9NO2S overall in a non-equilibrium geometry, with the ωB97M-V functional and the def2-TZVPD basis.

CARTESIAN COORDINATES (ANGSTROEM)
O (1.44, 0.52, -2.06)
C (0.98, 1.08, -1.07)
N (0.70, 0.35, 0.04)
C (-0.11, 0.79, 1.13)
C (-1.24, -0.23, 1.41)
S (-2.80, 0.37, 0.56)
H (0.62, 2.11, -1.10)
H (0.90, -0.65, -0.11)
H (-0.64, 1.71, 0.86)
H (0.42, 0.88, 2.09)
H (-1.46, -0.36, 2.47)
H (-1.05, -1.23, 1.02)
H (-2.82, -0.25, -0.61)
H (2.42, -1.45, -1.51)
H (0.97, -1.71, -1.90)
O (1.64, -1.93, -1.23)

Computed properties:
Spin multiplicity ... 1
Total charge ... 0
SMILES string ... O=CNCCS.O
Relative energy (zero: lowest compared OMol25 entry of this formula, charge and spin) ... 30.8 kcal/mol
LUMO energy ... 0.73 eV

natural (NBO) atomic charge list, values in e, 6 entries: -0.66, 0.53, -0.64, -0.24, -0.49, -0.09


# 8
Computed, not measured: a 2-piece molecular cluster, C19H21NO4S2 overall in a non-equilibrium geometry, with the ωB97M-V functional and the def2-TZVPD basis.

CARTESIAN COORDINATES (ANGSTROEM)
C (1.64, 2.15, -5.82)
C (2.20, 2.20, -4.56)
C (1.45, 1.82, -3.48)
C (0.15, 1.40, -3.64)
C (-0.41, 1.35, -4.89)
C (0.34, 1.73, -5.99)
S (-0.76, 0.92, -2.16)
O (-1.67, 2.05, -1.75)
O (-1.24, -0.51, -2.23)
C (0.71, 0.89, -1.17)
C (0.76, 0.19, -0.05)
C (1.96, 0.07, 0.78)
C (2.61, 1.20, 1.27)
C (3.78, 1.08, 1.98)
C (4.33, -0.17, 2.19)
C (3.71, -1.29, 1.69)
C (2.53, -1.18, 1.00)
S (2.10, 1.82, -1.81)
O (3.35, 0.97, -1.80)
O (2.09, 3.17, -1.13)
H (2.23, 2.43, -6.68)
H (3.22, 2.52, -4.42)
H (-1.43, 1.01, -5.00)
H (-0.09, 1.67, -6.98)
H (-0.12, -0.37, 0.23)
H (2.21, 2.17, 1.03)
H (4.28, 1.96, 2.35)
H (5.26, -0.26, 2.73)
H (4.16, -2.27, 1.84)
H (2.06, -2.04, 0.58)
C (-3.71, -3.41, 1.92)
C (-2.76, -2.29, 2.30)
C (-2.84, -1.91, 3.80)
C (-2.62, -0.39, 3.84)
C (-3.07, 0.12, 2.45)
N (-3.10, -1.04, 1.54)
H (-3.52, -4.31, 2.51)
H (-4.74, -3.10, 2.09)
H (-3.62, -3.66, 0.86)
H (-1.73, -2.57, 2.05)
H (-3.83, -2.17, 4.20)
H (-2.11, -2.46, 4.40)
H (-3.19, 0.09, 4.65)
H (-1.57, -0.16, 4.01)
H (-4.08, 0.54, 2.50)
H (-2.41, 0.91, 2.07)
H (-2.52, -0.92, 0.71)

Computed properties:
Spin multiplicity ... 1
Total charge ... 0
SMILES string ... O=S1(=O)C(=Cc2ccccc2)S(=O)(=O)c2ccccc21.C[C@@H]1CCCN1
Relative energy (zero: lowest compared OMol25 entry of this formula, charge and spin) ... 53.6 kcal/mol
LUMO energy ... -0.50 eV

natural (NBO) atomic charge list, values in e, 6 entries: -0.18, -0.16, -0.32, -0.20, -0.20, -0.18